[1]
Computed, not measured: a structure of composition C3H3FGaO, with wB97M-V/def2-TZVPD.

Atoms and positions in Å:
Ga: 2.3385 0.7403 -0.2395
F: 1.3916 -0.8569 0.3290
O: -0.3421 2.1729 0.0991
C: 0.4731 1.2822 0.1100
C: -0.8970 -0.8570 -0.4402
C: 0.0617 -0.1948 0.4078
H: -0.4536 -0.4107 1.4077
H: -0.6132 -1.0793 -1.4705
H: -1.9590 -0.7966 -0.2034

Forces on atoms 1 to 6 (eV/Å):
Ga 3.55 0.82 -0.85
F -1.50 -0.25 0.31
O 4.53 -3.20 -0.13
C -7.28 4.85 0.50
C 0.78 1.49 -1.67
C -1.88 -3.88 1.67

⟨S²⟩ ... 0.862
Net charge ... +2
Multiplicity ... 2
LUMO (spin up / spin down) ... -13.7243 / -13.6036 eV
Frontier orbital gap (spin up / spin down) ... 6.286 / 8.462 eV
Relative energy (zero: lowest compared OMol25 entry of this formula, charge and spin) ... 0.000 eV


[2]
Computed, not measured: a structure of composition C3H3FGaO4, with wB97M-V/def2-TZVPD.

Atoms and positions in Å:
Ga: -5.5841 -1.2003 -0.2070
F: 3.8024 0.9295 0.0497
O: -0.1105 0.2353 0.2251
O: 3.3898 -0.3627 0.3563
O: -3.2458 -0.1699 -0.6862
O: -4.0471 -0.5937 0.3366
C: 1.1814 0.6437 0.1206
C: -2.1416 -0.0851 -1.0512
C: 2.1437 -0.4578 0.3850
H: 1.3841 1.4849 0.8216
H: 1.3920 1.0821 -0.8814
H: 1.8357 -1.5060 0.5307

Forces on atoms 1 to 6 (eV/Å):
Ga -4.84 -1.74 -1.01
F 0.07 -0.24 0.18
O 2.28 0.80 0.45
O -0.61 0.86 -0.19
O 1.38 0.45 -1.31
O 2.40 0.88 2.22

⟨S²⟩ ... 1.763
Net charge ... +4
Multiplicity ... 2
LUMO (spin up / spin down) ... -20.5744 / -22.9161 eV
Frontier orbital gap (spin up / spin down) ... 10.072 / 5.297 eV
Relative energy (zero: lowest compared OMol25 entry of this formula, charge and spin) ... 0.851 eV


[3]
Computed, not measured: a cluster of 2 separate species, C3H3FI2O in total, with wB97M-V/def2-TZVPD.

Atoms and positions in Å:
I: 2.1755 -2.3631 0.1765
I: 4.7671 0.5292 -0.4303
F: 3.2431 2.6182 0.5938
O: 0.6790 -0.2515 1.5611
C: -0.5885 -0.6698 0.9669
C: 1.8119 -0.7227 1.4855
C: 3.1891 1.8197 -0.4357
H: -0.3481 -1.0863 -0.0015
H: -1.1363 0.2876 0.8918
H: -1.1365 -1.2872 1.6067

Forces on atoms 1 to 6 (eV/Å):
I -0.29 -1.00 -0.68
I 0.37 -0.53 -0.60
F -0.88 0.90 0.24
O -2.10 0.36 0.58
C 0.48 2.23 -1.26
C 2.21 0.39 0.70

⟨S²⟩ ... 2.008
Multiplicity ... 3
LUMO (spin up / spin down) ... 0.5072 / -1.9837 eV
Frontier orbital gap (spin up / spin down) ... 8.364 / 6.288 eV
Relative energy (zero: lowest compared OMol25 entry of this formula, charge and spin) ... 1.887 eV


[4]
Computed, not measured: an isolated molecule of C3H3FN2O, with wB97M-V/def2-TZVPD.

Atoms and positions in Å:
F: 0.4975 2.0237 -1.2683
O: -1.0176 -2.1020 0.4149
N: 0.3453 -0.5488 1.2114
N: -0.3380 -0.1542 -0.8814
C: 0.6803 0.8433 0.7984
C: -0.2512 -0.9977 0.1339
C: 0.2414 0.9921 -0.5126
H: -1.7703 -2.2532 -0.3642
H: 1.0198 1.6091 1.3888
H: 0.3396 -0.8583 2.2432

Forces on atoms 1 to 6 (eV/Å):
F -0.47 0.33 -0.80
O -2.45 -0.64 -4.06
N 2.01 4.51 1.84
N -0.80 -1.82 -1.31
C -1.12 -1.93 -1.39
C -2.73 -0.55 -0.17

Multiplicity ... 1
LUMO ... 0.5732 eV
Frontier orbital gap ... 8.949 eV
Relative energy (zero: lowest compared OMol25 entry of this formula, charge and spin) ... 1.546 eV
SMILES string ... Oc1nc(F)c[nH]1


[5]
Computed, not measured: an isolated molecule of C3H3FN2O, with wB97M-V/def2-TZVPD.

Atoms and positions in Å:
F: -0.1887 1.9776 -0.0003
O: -1.4818 0.1376 -0.0004
N: -1.2906 -1.2608 -0.0026
N: -0.0496 -1.4763 0.0011
C: 0.6733 -0.2969 0.0007
C: -0.2820 0.6711 0.0010
C: 2.1566 -0.2265 -0.0004
H: 2.5148 0.8207 0.0068
H: 2.5401 -0.7314 0.8812
H: 2.5916 -0.7155 -0.8796

Forces on atoms 1 to 6 (eV/Å):
F -0.14 -0.17 0.00
O -0.36 0.42 0.00
N 0.71 -0.11 0.04
N -0.21 0.29 -0.03
C -0.57 0.17 -0.13
C 0.59 -0.50 -0.02

Multiplicity ... 1
LUMO ... 0.7681 eV
Frontier orbital gap ... 10.830 eV
Relative energy (zero: lowest compared OMol25 entry of this formula, charge and spin) ... 2.230 eV
SMILES string ... Cc1nnoc1F


[6]
Computed, not measured: an isolated molecule of C3H3FN2O, with wB97M-V/def2-TZVPD.

Atoms and positions in Å:
F: 2.2423 -0.6138 -0.0854
O: -2.2778 -0.6851 -0.1419
N: -0.0022 -0.8321 0.1950
N: -0.6937 1.1486 0.0726
C: 0.6305 1.2320 -0.0897
C: 1.0569 0.0044 0.0958
C: -1.1682 -0.1430 0.0719
H: -1.4000 1.9485 0.0134
H: 0.0130 -1.8538 -0.2412
H: 1.1846 2.1343 -0.2102

Forces on atoms 1 to 6 (eV/Å):
F -0.32 0.86 0.34
O 1.80 1.95 0.86
N -0.14 -5.03 -0.96
N -6.29 2.67 -0.20
C 2.61 1.23 0.55
C 2.11 -1.99 -1.27

Multiplicity ... 1
LUMO ... 0.6963 eV
Frontier orbital gap ... 9.081 eV
Relative energy (zero: lowest compared OMol25 entry of this formula, charge and spin) ... 0.850 eV
SMILES string ... O=c1[nH]cc(F)[nH]1


[7]
Computed, not measured: an isolated molecule of C3H3FN2O, with wB97M-V/def2-TZVPD.

Atoms and positions in Å:
F: 1.1049 1.8465 -0.0988
O: 0.6423 -1.6340 -0.0903
N: -0.7493 -1.2553 -0.0460
N: -2.1261 0.6110 0.0435
C: -0.7724 -0.0369 0.0405
C: 0.6394 0.5325 0.0729
C: 1.4031 -0.5281 0.1591
H: -2.0962 1.7233 0.1129
H: -2.9270 0.0428 -0.1766
H: 2.4478 -0.6076 0.0578

Forces on atoms 1 to 6 (eV/Å):
F -1.30 -2.11 0.74
O -0.38 -0.14 1.31
N 1.89 -4.84 -0.47
N 4.46 2.80 0.69
C -2.48 6.75 -0.22
C -1.86 2.67 0.00

Multiplicity ... 1
LUMO ... 0.7914 eV
Frontier orbital gap ... 10.288 eV
Relative energy (zero: lowest compared OMol25 entry of this formula, charge and spin) ... 3.383 eV
SMILES string ... Nc1nocc1F


[8]
Computed, not measured: an isolated molecule of C3H3FN2O2, with wB97M-V/def2-TZVPD.

Atoms and positions in Å:
F: -1.6665 -1.6147 -0.0009
O: -1.8571 1.4544 -0.0015
O: 2.6692 0.0717 -0.0030
N: 0.6320 -1.0745 0.0116
N: 0.5595 1.0874 0.0013
C: -0.7642 0.6349 -0.0004
C: 1.4564 0.0297 -0.0089
C: -0.7118 -0.6922 -0.0075
H: 0.9814 -2.0348 0.0148
H: -1.5799 2.3783 0.0133
H: 0.8780 2.0550 0.0263

Forces on atoms 1 to 6 (eV/Å):
F 0.08 0.10 -0.02
O 0.47 -0.13 0.00
O -0.09 0.05 -0.06
N 0.34 -1.01 -0.13
N 0.33 0.82 -0.06
C -0.56 0.52 -0.02

Multiplicity ... 1
LUMO ... 0.3288 eV
Frontier orbital gap ... 8.320 eV
Relative energy (zero: lowest compared OMol25 entry of this formula, charge and spin) ... 0.946 eV
SMILES string ... O=c1[nH]c(O)c(F)[nH]1


[9]
Computed, not measured: an isolated molecule of C3H3FN2O3, with wB97M-V/def2-TZVPD.

Atoms and positions in Å:
F: -0.1439 0.9206 -1.5724
O: -2.0034 -0.9169 -1.3558
O: -0.3740 -2.1540 -0.6880
O: 1.2391 0.3960 1.4843
N: 0.0482 0.8027 1.8405
N: -0.9431 -1.1468 -0.8358
C: 1.3300 0.0509 0.1037
C: -0.1311 0.2885 -0.3475
C: -0.7628 0.8882 0.8631
H: -1.7572 1.1640 0.7222
H: 1.4714 -1.0465 0.0371
H: 2.0268 0.7533 -0.2514

Forces on atoms 1 to 6 (eV/Å):
F -0.46 0.37 0.88
O -0.23 -0.38 0.09
O 1.06 -2.69 0.36
O 1.80 -0.96 0.88
N -2.12 1.39 0.97
N 0.14 4.44 0.41

Multiplicity ... 1
LUMO ... 0.0696 eV
Frontier orbital gap ... 10.529 eV
Relative energy (zero: lowest compared OMol25 entry of this formula, charge and spin) ... 0.519 eV
SMILES string ... O=[N+]([O-])[C@@]1(F)C=NOC1


[10]
Computed, not measured: a cluster of 2 separate species, C3H3FO2 in total, with wB97M-V/def2-TZVPD.

Atoms and positions in Å:
F: 0.0275 0.1814 2.2531
O: 0.5868 0.0277 -1.0032
O: 0.3203 -1.8840 3.0433
C: -0.7087 0.1978 -0.9771
C: 0.0318 1.0047 -1.9266
C: -0.0732 -1.1849 2.2153
H: -0.5246 -1.2283 1.2338
H: 0.2278 2.0970 -1.8419
H: 0.1123 0.7887 -2.9968

Forces on atoms 1 to 6 (eV/Å):
F 0.39 0.37 1.01
O -0.54 0.54 -0.07
O 0.37 -1.14 1.12
C 0.16 -0.65 0.52
C 0.57 1.75 -1.83
C -0.35 2.33 -1.74

Multiplicity ... 1
LUMO ... 0.2066 eV
Frontier orbital gap ... 10.610 eV
Relative energy (zero: lowest compared OMol25 entry of this formula, charge and spin) ... 3.680 eV


Number 1: maximum force 8.8 eV Å⁻¹, E -60274.691 eV. Number 2: maximum force 5.2 eV Å⁻¹, E -66370.326 eV. Number 3: maximum force 2.6 eV Å⁻¹, E -24118.351 eV. Number 4: maximum force 5.3 eV Å⁻¹, E -10903.343 eV. Number 5: maximum force 0.8 eV Å⁻¹, E -10902.658 eV. Number 6: maximum force 6.8 eV Å⁻¹, E -10904.038 eV. Number 7: maximum force 7.2 eV Å⁻¹, E -10901.505 eV. Number 8: maximum force 1.1 eV Å⁻¹, E -12951.923 eV. Number 9: maximum force 4.5 eV Å⁻¹, E -14993.838 eV. Number 10: maximum force 2.9 eV Å⁻¹, E -9967.881 eV.